one | Computed, not measured: an isolated molecule of C6H6O, with ωB97M-V/def2-TZVPD.

Summary:
* SMILES string: C=C1C=CC=CO1
* charge: 0
* orbital gap: 0.3319 hartree
* molecular weight: 94.11 g mol⁻¹
* HOMO energy: -8.14 eV
* LUMO level: 0.89 eV

Each line ends with the natural charge from an NBO analysis.
CARTESIAN COORDINATES (ANGSTROEM)
C1 -2.05 -0.75 -0.76  -0.49
C2 -0.90 -0.31 -0.39  0.26
C3 0.10 -1.16 0.32  -0.24
C4 1.15 -0.70 0.92  -0.21
C5 1.60 0.69 0.73  -0.33
C6 0.68 1.34 0.03  0.17
O1 -0.37 0.85 -0.78  -0.46
H1 -2.66 -1.63 -0.85  0.24
H2 -2.74 0.28 -1.03  0.19
H3 -0.14 -2.25 0.29  0.22
H4 1.80 -1.29 1.54  0.21
H5 2.57 0.95 1.21  0.25
H6 0.68 2.53 0.03  0.20

two | Computed, not measured: C6H6O as an isolated structure, with ωB97M-V/def2-TZVPD.

Summary:
* charge: 0
* orbital gap: 0.3722 hartree
* molecular weight: 94.11 g mol⁻¹
* HOMO energy: -9.22 eV
* LUMO level: 0.90 eV

Each line ends with the natural charge from an NBO analysis.
CARTESIAN COORDINATES (ANGSTROEM)
C1 -1.87 2.59 0.51  -0.20
C2 -1.21 1.58 0.37  -0.06
C3 -0.35 0.44 0.11  -0.08
C4 -0.29 -0.77 0.67  -0.26
C5 0.62 -1.82 0.31  -0.06
O1 1.56 -1.02 -0.99  -0.59
C6 1.06 0.25 -1.15  0.01
H1 -2.46 3.48 0.63  0.24
H2 -0.75 -1.43 1.44  0.24
H3 1.30 -2.09 1.14  0.21
H4 0.10 -2.71 -0.09  0.21
H5 0.55 0.44 -2.10  0.17
H6 1.74 1.06 -0.85  0.17

three | Computed, not measured: an isolated molecule of C6H6O, with ωB97M-V/def2-TZVPD.

Summary:
* SMILES string: OC=C1C=CC=C1
* charge: 0
* orbital gap: 0.3189 hartree
* molecular weight: 94.11 g mol⁻¹
* HOMO energy: -8.33 eV
* LUMO level: 0.35 eV

Each line ends with the natural charge from an NBO analysis.
CARTESIAN COORDINATES (ANGSTROEM)
O1 -2.83 0.43 -0.08  -0.66
C1 -1.69 -0.31 -0.01  0.23
C2 -0.42 0.11 0.20  -0.18
C3 0.55 -1.04 0.06  -0.20
C4 1.83 -0.59 -0.15  -0.26
C5 1.82 0.89 -0.07  -0.24
C6 0.59 1.30 0.11  -0.20
H1 -3.63 -0.17 0.19  0.49
H2 -1.95 -1.39 0.06  0.17
H3 0.03 -1.90 -0.22  0.20
H4 2.73 -1.29 -0.27  0.22
H5 2.61 1.57 0.05  0.22
H6 0.36 2.38 0.12  0.22

Most stable pick: three. Distance to second place: 0.0306 hartree.

one | Computed, not measured: an isolated molecule of C6H6O, with ωB97M-V/def2-TZVPD.

Summary:
* SMILES string: OC=C=CC1=CC1
* charge: 0
* orbital gap: 0.3462 hartree
* molecular weight: 94.11 g mol⁻¹
* HOMO energy: -8.79 eV
* LUMO level: 0.63 eV

Each line ends with the natural charge from an NBO analysis.
CARTESIAN COORDINATES (ANGSTROEM)
O1 -0.02 -1.25 2.30  -0.66
C1 0.87 -1.21 1.27  0.12
C2 1.35 -0.10 0.75  -0.05
C3 1.19 0.95 -0.04  -0.28
C4 -0.02 0.86 -0.84  0.00
C5 -1.05 1.24 -1.53  -0.18
C6 -1.02 -0.21 -1.12  -0.44
H1 -0.31 -0.34 2.47  0.48
H2 1.17 -2.20 0.95  0.20
H3 1.84 1.81 -0.09  0.23
H4 -1.64 2.01 -2.01  0.22
H5 -1.66 -0.57 -0.30  0.17
H6 -0.76 -0.99 -1.84  0.18

two | Computed, not measured: an isolated molecule of C6H6O, with ωB97M-V/def2-TZVPD.

Summary:
* SMILES string: C#CC(=C=C)CO
* charge: 0
* orbital gap: 0.3664 hartree
* molecular weight: 94.11 g mol⁻¹
* HOMO energy: -9.16 eV
* LUMO level: 0.81 eV

Each line ends with the natural charge from an NBO analysis.
CARTESIAN COORDINATES (ANGSTROEM)
C1 -1.23 2.57 0.76  -0.20
C2 -0.70 1.52 0.49  -0.03
C3 -0.05 0.28 0.17  -0.21
C4 -0.71 -0.71 -0.37  0.13
C5 -1.23 -1.64 -1.11  -0.47
C6 1.44 0.13 0.46  -0.05
O1 2.02 -0.98 -0.17  -0.70
H1 -1.72 3.48 1.03  0.24
H2 -1.10 -1.51 -2.18  0.23
H3 -1.77 -2.51 -0.75  0.23
H4 1.59 0.12 1.55  0.17
H5 1.96 1.02 0.07  0.20
H6 1.49 -1.76 0.05  0.47

Most stable pick: two. Distance to second place: 0.0317 hartree.